A.
# C4H7FN2O

The molecule C4H7FN2O (the ωB97M-V functional and the def2-TZVPD basis, OMol25).

Geometry as ORCA input:
```
! wB97M-V def2-TZVPD RIJCOSX def2/J DEFGRID3
* xyz 0 1
H -3.126 -0.714 0.113
N -2.220 -0.492 0.489
C 2.783 -0.226 0.059
C 1.701 -0.854 -0.396
C -0.154 0.797 -0.218
C -1.680 0.805 0.056
H 1.849 -1.854 -0.810
H 3.800 -0.462 -0.220
F 2.687 0.902 0.808
H -2.198 1.083 -0.872
N 0.355 -0.508 -0.221
H -0.294 -1.231 -0.453
H -2.138 -0.656 1.479
H -1.840 1.627 0.729
O 0.475 1.781 -0.542
*
```

Output
SMILES: NCC(=O)N/C=C\F

---

B.
# C4H7FN2O

The molecule C4H7FN2O (the ωB97M-V functional and the def2-TZVPD basis, OMol25).

Geometry as ORCA input:
```
! wB97M-V def2-TZVPD RIJCOSX def2/J DEFGRID3
* xyz 0 1
N 1.069 1.090 -0.077
H -1.119 -1.530 -0.802
C -0.102 -1.275 -0.531
H 1.838 1.731 0.046
C 0.992 0.583 -1.320
N 0.479 -0.616 -1.622
H 0.608 -2.107 -0.353
F -1.014 1.051 1.907
C -1.318 0.493 0.721
H 1.429 0.964 -2.230
C -0.155 -0.539 0.776
H -1.327 1.244 -0.031
H -2.340 -0.130 0.993
H -0.141 -1.074 1.643
O 1.102 0.116 0.878
*
```

Output
SMILES: FC[C@H]1CN=CNO1

---

The data favor A; the next most stable structure lies 76.2 kcal/mol above it.

---

A.
# C4H12NO

A cluster of 2 separate species, C4H12NO in total (the ωB97M-V functional and the def2-TZVPD basis, OMol25).

Geometry as ORCA input:
```
! wB97M-V def2-TZVPD RIJCOSX def2/J DEFGRID3
* xyz -1 1
N -1.075 -0.649 -0.219
C -2.217 -0.136 0.486
H -3.158 -0.375 -0.034
H -1.493 -0.060 -2.194
H -2.248 -0.560 1.489
H 0.837 0.111 -2.934
H -2.212 0.965 0.588
O 0.954 0.333 1.290
H -0.215 -0.492 0.382
H -0.725 1.214 -1.130
H 1.362 0.150 -1.197
C 2.119 0.246 1.991
H 3.015 0.550 1.400
H 0.712 -1.323 -1.895
H 2.140 0.883 2.902
C -0.756 0.149 -1.408
C 0.640 -0.231 -1.917
H 2.320 -0.775 2.399
*
```

---

B.
# C4H12NO

A cluster of 2 separate species, C4H12NO in total (the ωB97M-V functional and the def2-TZVPD basis, OMol25).

Geometry as ORCA input:
```
! wB97M-V def2-TZVPD RIJCOSX def2/J DEFGRID3
* xyz -1 1
H -1.997 -0.053 1.248
N -1.106 -0.498 1.023
O 0.142 0.458 -1.009
H -0.383 -1.113 -2.281
C -0.030 -0.057 -2.296
H 1.054 -0.669 -4.132
H -0.902 -0.708 3.701
C -0.036 0.124 1.846
H 0.456 0.665 3.945
H -0.752 -0.165 0.004
H 0.937 -0.443 1.627
H 1.922 -0.855 -2.652
H -1.204 0.844 3.363
H 1.755 0.786 -3.257
H -0.825 0.481 -2.827
C 1.228 -0.163 -3.163
H 0.096 1.157 1.548
C -0.355 0.210 3.313
*
```

---

The data favor A; the next most stable structure lies 4.5 kcal/mol above it.

---

A.
# C3H3Cl

The molecule C3H3Cl (the ωB97M-V functional and the def2-TZVPD basis, OMol25).

Geometry as ORCA input:
```
! wB97M-V def2-TZVPD RIJCOSX def2/J DEFGRID3
* xyz 0 1
H 1.201 -0.164 1.264
Cl -1.980 -1.709 0.207
C 0.378 -0.107 0.681
H 0.018 -1.361 -1.254
C -0.449 0.634 0.011
H -0.974 1.587 -0.248
C -0.438 -0.799 -0.327
*
```

Output
SMILES: ClC1C=C1

---

B.
# C3H3Cl

The molecule C3H3Cl (the ωB97M-V functional and the def2-TZVPD basis, OMol25).

Geometry as ORCA input:
```
! wB97M-V def2-TZVPD RIJCOSX def2/J DEFGRID3
* xyz 0 1
C -0.730 0.812 -0.011
Cl -2.317 0.782 0.704
C 1.355 -0.666 -0.510
H 1.971 -1.044 0.331
H -0.089 -1.393 -0.343
C 0.058 -0.242 -0.217
H -0.249 1.751 0.046
*
```

---

The data favor A; the next most stable structure lies 53.3 kcal/mol above it.

---

A.
# C6H7NO3

The molecule C6H7NO3 (the ωB97M-V functional and the def2-TZVPD basis, OMol25).

Geometry as ORCA input:
```
! wB97M-V def2-TZVPD RIJCOSX def2/J DEFGRID3
* xyz 0 1
H -3.417 -1.673 -0.950
H 0.080 1.214 2.527
C -3.299 -0.748 -0.388
H -3.039 -0.952 0.652
C 3.181 -0.966 0.044
O 1.052 0.513 0.912
N -1.242 1.146 1.018
C -2.311 0.119 -1.044
O -1.471 0.843 -0.641
C -0.103 1.013 1.468
H 2.845 -1.124 1.055
H 4.029 -1.544 -0.284
H -4.249 -0.217 -0.419
H 2.927 0.085 -1.768
C 1.446 0.762 -0.366
O 0.979 1.619 -1.061
C 2.591 -0.090 -0.757
*
```

---

B.
# C6H7NO3

The molecule C6H7NO3 (the ωB97M-V functional and the def2-TZVPD basis, OMol25).

Geometry as ORCA input:
```
! wB97M-V def2-TZVPD RIJCOSX def2/J DEFGRID3
* xyz 0 1
C 0.126 -1.831 -1.715
H -1.923 -2.158 -2.961
C -1.351 -2.570 -2.187
O -2.791 -1.461 -0.886
N -2.151 -2.486 -0.944
H -0.937 -3.670 -2.369
O -1.560 1.090 1.575
O -2.030 -3.395 -0.112
C -0.132 -0.227 0.222
H -0.035 2.627 1.669
H 1.589 2.009 0.911
C 0.118 -1.044 -0.697
H -2.143 0.465 2.080
C -0.310 0.775 1.035
H 1.059 -2.092 -2.171
H 1.128 1.541 2.623
C 0.687 1.762 1.608
*
```

Output
SMILES: CC(O)=C=C=CC[N+](=O)[O-]

---

The data favor A; the next most stable structure lies 33.3 kcal/mol above it.

---

A.
# C30H90O15

A cluster of 15 separate species, C30H90O15 in total (the ωB97M-V functional and the def2-TZVPD basis, OMol25).

Geometry as ORCA input:
```
! wB97M-V def2-TZVPD RIJCOSX def2/J DEFGRID3
* xyz 0 1
C -4.798 -0.566 -1.538
O -1.129 2.382 3.856
H 1.782 -0.941 -0.386
H 0.873 -5.089 -1.939
H 7.163 3.394 -1.389
H -2.165 2.128 -4.944
C 1.671 3.856 -0.393
H 0.603 -2.190 2.825
C 4.183 -2.208 -1.198
H -1.768 2.629 2.121
H 2.930 0.459 -2.571
H 4.971 -2.853 -1.590
H 1.363 1.987 4.158
O 5.783 -1.074 0.142
H -4.754 0.041 3.943
O -0.963 -0.421 3.960
H 3.633 -2.800 -0.463
H 1.662 -4.566 0.184
H 2.395 0.643 0.134
H -0.180 -1.373 5.608
H -1.368 2.043 -3.402
H -5.992 0.194 0.111
C 0.106 -1.141 4.574
H 1.468 -3.443 -2.106
C -3.924 -1.944 3.555
O -3.600 3.296 -2.837
H 6.056 -0.227 0.507
O 3.896 -1.128 4.716
H 3.724 -0.512 -4.628
H -0.119 4.171 4.199
O 4.605 2.666 -2.068
H -3.800 -0.409 -1.120
H 0.168 1.059 1.339
O -0.275 -4.514 0.568
H -4.734 -1.479 -2.127
H -0.453 3.791 2.497
C 4.679 -0.857 -0.737
H -0.871 0.540 4.064
H -0.747 3.129 -4.661
H -5.522 -1.459 0.290
O -0.105 0.940 -0.727
H -2.211 -1.085 3.055
C 2.180 0.060 -3.267
H 3.451 4.039 -1.219
H 4.095 -0.270 5.103
H -2.970 4.395 -4.502
H -4.597 -3.335 -0.440
C 4.479 -1.190 3.416
H -0.192 -2.364 -4.357
C 5.372 2.280 -0.916
C 1.175 2.680 3.336
H -0.941 1.424 -0.568
O -2.943 -1.577 2.590
C 0.281 0.339 0.520
C 0.280 -2.465 3.832
C -2.555 3.832 -3.662
O -0.711 -0.539 -5.120
H 6.970 3.082 0.309
H 0.677 0.995 -2.393
H 2.915 0.948 -5.114
H 0.991 5.399 0.942
H 5.816 1.296 -1.087
H -0.640 -3.042 3.786
C 3.870 -2.354 2.673
H 4.928 -0.246 -1.613
H 2.038 3.346 3.267
O 1.008 0.873 -3.305
H -0.074 -0.081 -4.533
H -2.716 1.269 1.612
C -1.651 2.736 -4.195
C -2.781 2.339 1.840
H 3.473 -2.114 -2.028
O -7.081 -1.082 -1.109
C -5.860 -0.734 -0.463
H -3.449 -2.127 4.522
H 0.324 5.551 -0.702
H -4.360 -2.891 3.209
C -1.729 -1.488 -3.119
H 1.790 3.026 0.314
H 1.080 -2.925 0.174
C 6.415 3.333 -0.597
C 0.812 -3.946 -0.122
H -7.764 -1.090 -0.428
C -5.071 -0.958 3.625
H 3.892 -0.339 -0.172
H -1.926 2.887 4.057
H -2.656 2.845 -1.355
O -2.665 -3.072 0.332
H 1.388 3.416 -1.357
H 1.042 -0.581 4.572
H 4.809 2.064 -2.786
C 0.687 -4.056 -1.645
O 2.891 4.556 -0.628
H -5.506 -0.800 2.636
H -2.862 -2.565 1.150
H -0.277 -3.705 -2.008
H -2.330 -2.305 -2.718
H -1.057 -3.923 0.495
H -2.724 -4.575 -1.827
H -2.605 -5.695 -0.448
H 5.563 -1.323 3.488
H 2.014 -0.645 1.307
H 5.910 4.290 -0.478
H -5.827 -1.319 4.323
C 2.741 -0.033 -4.668
C 0.629 4.849 0.068
C -0.152 3.366 3.458
H 2.048 -0.553 -5.327
H 2.836 -2.175 2.379
H -1.752 -2.292 -5.179
H 4.680 2.206 -0.072
H -0.233 4.291 0.450
H -2.385 -0.616 -3.160
C -3.255 -4.994 -0.970
H -4.243 2.823 0.267
H -3.487 2.458 2.659
H 4.283 -0.284 2.828
H 1.220 2.114 2.400
H -1.966 4.519 -3.052
H -3.148 4.125 0.614
H 3.915 -3.274 3.260
H -0.440 -0.458 0.738
O -2.338 2.576 -0.471
H -5.001 0.332 -2.122
H 1.912 -0.930 -2.872
H 1.069 -3.060 4.289
H -4.119 -4.351 0.886
H -0.897 -1.222 -2.465
C -1.098 -1.759 -4.490
H -4.249 2.906 -3.432
H 4.417 -2.553 1.751
C -3.750 -3.910 -0.053
C -3.205 3.029 0.558
H -4.058 -5.615 -1.376
C 1.700 -0.163 0.375
*
```

---

B.
# C30H90O15

A structure of composition C30H90O15 (the ωB97M-V functional and the def2-TZVPD basis, OMol25).

Geometry as ORCA input:
```
! wB97M-V def2-TZVPD RIJCOSX def2/J DEFGRID3
* xyz 0 1
H -1.774 -5.560 -1.710
C 1.380 -2.181 3.133
H 1.905 3.133 -0.887
C -2.367 -3.546 -1.118
C 3.452 1.119 -3.998
H -2.502 5.352 -1.279
H 0.483 -3.969 -0.957
H -1.229 2.457 -2.720
C -4.195 1.270 -2.395
C -2.650 -0.385 4.525
C 0.896 -0.353 -0.423
C 4.493 2.146 -3.615
H -6.171 0.332 1.905
C -2.776 5.153 -0.241
H 4.010 2.558 -0.939
H -1.162 3.739 -0.303
H 1.690 1.634 3.126
H -2.561 -3.270 -2.164
H 2.961 1.813 0.308
H 0.795 -5.491 -2.609
H -3.717 0.678 2.172
H -3.630 -4.134 2.125
C -0.023 3.936 -0.369
H 1.568 -2.873 2.306
H 3.180 -0.666 -0.506
C 1.520 -5.400 -1.789
H -3.386 -5.461 -1.103
H 5.450 -1.053 -1.095
H 0.490 -2.527 3.658
C -5.595 0.764 1.084
H 5.540 3.457 0.700
H 0.123 2.037 1.622
C -0.342 0.487 -0.149
C 4.630 2.971 1.058
H 1.171 1.754 -2.372
C 0.612 2.865 2.151
H 1.776 0.266 -0.244
H -3.064 0.524 4.970
H -0.765 2.721 3.802
H -4.851 2.141 -2.470
H -0.492 -2.246 -4.874
H 3.915 0.254 -4.481
H -5.436 -0.026 0.351
C -4.234 1.361 1.491
C -2.770 1.536 -1.987
H -0.967 4.207 -0.839
H 0.930 -0.623 -1.479
H -0.348 -2.892 -3.231
H -3.289 0.250 2.581
H -3.031 -4.105 3.777
H 3.592 -5.611 -1.323
H 1.315 4.155 -2.148
H -2.350 -2.040 1.553
H 1.849 -1.374 -4.698
H -1.977 3.846 1.299
H 1.769 -3.144 -4.465
H 0.437 4.755 0.187
H -0.817 -3.431 1.173
C -3.255 -3.477 2.915
H -1.667 0.653 2.919
H -2.267 0.348 -0.144
H -0.295 -1.145 -3.468
H -2.075 -5.393 0.026
H -4.450 2.282 2.040
H -4.719 0.586 -1.723
O 0.778 0.114 3.623
C 0.978 3.441 -1.389
O 5.752 -2.557 0.317
H -0.284 0.833 0.899
H 0.812 3.588 1.350
C -2.391 -0.154 3.057
H -4.545 4.506 -0.909
H 4.530 1.120 -0.044
H -3.198 -3.068 -0.585
H -1.268 -2.019 -0.605
H -0.189 3.110 0.323
H 4.792 -2.591 -1.523
O 2.662 0.738 -2.864
H 6.658 -2.644 0.013
O 2.153 -1.984 -2.782
C -1.621 4.396 0.433
H 2.302 -0.396 2.321
H -3.004 6.092 0.266
H 0.219 4.218 3.795
H 3.074 3.786 1.921
H -2.133 0.646 -1.913
H -3.417 -1.166 4.601
C -0.311 3.494 3.179
O -3.438 1.578 0.332
H -0.306 1.436 -0.699
H -2.069 -1.041 2.513
H 0.880 -1.245 0.203
H -4.139 -2.883 3.174
H 3.285 -4.695 -2.723
C 1.511 -2.170 -4.036
H -0.841 5.104 0.719
C 2.948 -5.601 -2.210
H 2.754 1.505 -4.750
O -0.970 -3.434 2.132
H 2.227 -2.325 3.809
O -1.463 -0.832 5.174
H -4.195 0.862 -3.411
C 4.945 -1.928 -0.658
C -0.012 -2.103 -3.906
H 2.925 -2.322 0.147
O 1.418 -4.104 -1.197
C -2.102 -2.627 2.442
H -1.123 4.029 2.678
H 0.682 -0.745 1.724
H -3.562 2.534 0.141
H 3.893 -1.181 1.014
H 1.895 -2.683 -2.142
O 3.778 4.088 1.328
H -6.197 1.578 0.674
O 0.424 2.259 -2.002
H 5.094 2.437 -4.478
H 0.109 -0.391 4.111
C 3.639 -1.511 0.003
C -2.384 -5.048 -0.963
O -2.195 2.471 -2.881
O -1.123 -2.985 -0.715
H 1.192 -6.184 -1.096
H -1.590 -0.930 6.120
H -1.802 -1.889 3.192
H -2.759 1.941 -0.957
H 2.496 -0.219 -2.961
H 5.200 1.766 -2.872
O -3.945 4.305 -0.184
H 3.211 -6.497 -2.765
C 3.986 2.064 0.031
O -1.530 -0.271 -0.320
O 1.871 2.497 2.703
C 1.319 -0.755 2.614
H 4.887 2.429 1.974
H 4.093 3.049 -3.151
*
```

---

The data favor A; the next most stable structure lies 430.4 kcal/mol above it.